Entry 1:
DFT (ωB97M-V with the def2-TZVPD basis set) results for one molecule with the formula C2N2O.

Positions of all 5 atoms, in Å:
C (1.09, 0.29, -0.03)
C (0.86, -0.95, 0.05)
N (-0.08, 1.00, -0.02)
N (-1.19, 0.44, 0.06)
O (-1.14, -0.78, -0.04)

Properties
Energy relative to the best compared isomer or geometry (same formula, charge and spin), kcal per mole: 164.7
Maximum force, eV/A: 2.788
Molecular weight, g mol⁻¹: 68.03
Highest occupied orbital energy (alpha / beta), eV: -11.1507 / -10.9211
Charge: 0
HOMO-LUMO gap (alpha / beta), hartree: 0.2904 / 0.2700

---

Entry 2:
DFT (ωB97M-V with the def2-TZVPD basis set) results for one molecule with the formula C2N2O3.

Positions of all 7 atoms, in Å:
C (-1.41, -0.12, -0.05)
C (-0.19, -0.83, 0.06)
N (-2.22, 0.69, -0.14)
N (0.95, 0.49, -0.01)
O (0.61, 1.64, 0.19)
O (0.22, -1.91, 0.23)
O (2.03, 0.05, -0.28)

Properties
Energy relative to the best compared isomer or geometry (same formula, charge and spin), kcal per mole: 36.9
Maximum force, eV/A: 2.141
Molecular weight, g mol⁻¹: 100.03
Highest occupied orbital energy, eV: -11.2879
Charge: 0
SMILES string: N#CC(=O)[N+](=O)[O-]
HOMO-LUMO gap, hartree: 0.3391

---

Copy entry 2 word for word.
DFT (ωB97M-V with the def2-TZVPD basis set) results for one molecule with the formula C2N2O3.

Positions of all 7 atoms, in Å:
C (-1.41, -0.12, -0.05)
C (-0.19, -0.83, 0.06)
N (-2.22, 0.69, -0.14)
N (0.95, 0.49, -0.01)
O (0.61, 1.64, 0.19)
O (0.22, -1.91, 0.23)
O (2.03, 0.05, -0.28)

Properties
Energy relative to the best compared isomer or geometry (same formula, charge and spin), kcal per mole: 36.9
Maximum force, eV/A: 2.141
Molecular weight, g mol⁻¹: 100.03
Highest occupied orbital energy, eV: -11.2879
Charge: 0
SMILES string: N#CC(=O)[N+](=O)[O-]
HOMO-LUMO gap, hartree: 0.3391

---

What did the second record say?
DFT (ωB97M-V with the def2-TZVPD basis set) results for one molecule with the formula C2N2O3.

Positions of all 7 atoms, in Å:
C (-1.41, -0.12, -0.05)
C (-0.19, -0.83, 0.06)
N (-2.22, 0.69, -0.14)
N (0.95, 0.49, -0.01)
O (0.61, 1.64, 0.19)
O (0.22, -1.91, 0.23)
O (2.03, 0.05, -0.28)

Properties
Energy relative to the best compared isomer or geometry (same formula, charge and spin), kcal per mole: 36.9
Maximum force, eV/A: 2.141
Molecular weight, g mol⁻¹: 100.03
Highest occupied orbital energy, eV: -11.2879
Charge: 0
SMILES string: N#CC(=O)[N+](=O)[O-]
HOMO-LUMO gap, hartree: 0.3391

---

> Which formula does entry 1 have?

C2N2O

---

> The highest molecular weight belongs to which entry?

C2N2O3